DFT (wB97M-V/def2-TZVPD) results for a structure of composition C28H28I2N3O2Pd.

The geometry in XYZ format:
```
64
Properties=species:S:1:pos:R:3:forces:R:3:nbo_charge:R:1
Pd -0.7451 0.3963 -0.0056 0.03 -0.05 -0.21 0.542
I 5.2165 5.3204 2.5857 0.01 0.02 0.01 0.067
C 4.0269 3.8174 1.7493 -0.06 0.01 -0.04 -0.240
C 4.4019 2.4899 1.8676 0.01 -0.02 0.01 -0.267
C 3.6051 1.5134 1.2996 0.11 0.02 0.04 -0.271
I 4.1495 -0.4895 1.5420 0.00 -0.02 -0.01 0.079
C 2.4018 1.7766 0.5851 -0.10 -0.01 -0.11 0.448
O 1.7002 0.8677 0.0487 0.00 0.04 0.09 -0.820
C 2.0459 3.1699 0.5289 -0.04 -0.03 -0.04 -0.142
C 0.7268 3.5421 -0.0938 -0.02 0.00 0.03 -0.226
N -0.3927 3.0308 0.6785 -0.01 0.02 0.00 -0.648
C -0.4997 3.4448 2.0628 0.06 0.02 0.04 -0.253
C 0.0073 2.3489 2.9797 -0.05 0.02 -0.03 0.223
C 1.2555 2.3989 3.5883 0.00 -0.01 0.01 -0.253
C 1.6999 1.2956 4.2976 0.04 0.05 -0.01 -0.165
C 0.8784 0.1860 4.3918 -0.04 -0.03 0.00 -0.273
C -0.3663 0.2448 3.7830 0.02 -0.02 0.02 0.040
N -0.8012 1.2945 3.0969 -0.05 -0.06 0.05 -0.431
C 2.8483 4.1445 1.0818 0.05 0.02 0.02 -0.236
H 5.3041 2.2143 2.3972 0.00 0.00 0.00 0.223
H 0.6418 3.1057 -1.0918 0.02 -0.02 0.00 0.224
H 0.6947 4.6406 -0.1979 0.00 -0.01 0.00 0.152
H -1.2606 3.0412 0.1636 -0.01 0.00 0.02 0.412
H -1.5490 3.6172 2.3072 -0.01 0.00 -0.01 0.209
H 0.0504 4.3770 2.2528 0.01 -0.01 0.00 0.174
H 1.8899 3.2660 3.4583 0.00 0.01 0.00 0.229
H 2.6882 1.2948 4.7412 0.00 0.00 0.00 0.214
H 1.1924 -0.7088 4.9127 0.00 0.00 0.00 0.210
H -1.0445 -0.6018 3.8426 0.00 0.01 0.00 0.178
H 2.5376 5.1812 1.0084 0.01 0.00 0.01 0.209
C -1.4506 -3.9565 -5.0069 -0.01 -0.04 -0.01 -0.619
C -1.7150 -2.8369 -4.0368 -0.04 -0.01 0.04 -0.042
C -2.6876 -2.9426 -3.0563 0.04 0.04 -0.02 -0.253
C -2.9261 -1.9131 -2.1493 -0.01 -0.05 -0.03 0.078
C -4.0071 -2.1227 -1.1166 -0.01 0.03 0.02 -0.648
C -2.1662 -0.7336 -2.2015 -0.03 -0.08 -0.05 -0.112
C -2.4059 0.3092 -1.1577 0.06 0.12 0.10 0.067
O -1.9887 1.5351 -1.2765 -0.06 0.09 -0.08 -0.722
C -1.1717 -0.6128 -3.1949 -0.01 0.01 -0.01 0.030
C -0.2660 0.5858 -3.3061 -0.03 0.01 0.06 -0.634
C -0.9779 -1.6608 -4.0856 0.03 0.02 -0.01 -0.223
H -2.1647 -4.7693 -4.8680 0.00 0.00 -0.01 0.204
H -0.4476 -4.3695 -4.8746 0.00 0.01 0.01 0.210
H -1.5257 -3.6164 -6.0421 0.00 0.01 0.00 0.207
H -3.2824 -3.8488 -2.9894 0.00 -0.01 0.00 0.186
H -4.4515 -3.1111 -1.2384 0.00 -0.01 0.00 0.200
H -4.8049 -1.3820 -1.2053 0.00 0.00 0.00 0.212
H -3.6202 -2.0504 -0.0982 0.01 0.01 -0.01 0.213
H -3.3262 0.1585 -0.5809 0.05 0.00 0.04 0.138
H -0.8313 1.5078 -3.4301 -0.01 -0.01 -0.01 0.234
H 0.4155 0.4555 -4.1484 0.01 0.01 0.00 0.188
H 0.3203 0.7128 -2.3896 0.01 -0.02 -0.05 0.247
H -0.2040 -1.5554 -4.8410 0.00 0.00 0.00 0.191
C 0.4917 -4.2481 0.7511 -0.01 -0.01 0.01 -0.179
C 1.3559 -3.3518 0.1489 0.02 0.03 -0.01 -0.247
C 1.0006 -2.0134 0.0715 0.01 0.00 0.01 0.055
N -0.1579 -1.5528 0.5533 -0.05 -0.08 0.12 -0.466
C -0.9854 -2.4202 1.1456 0.03 0.00 0.01 0.048
C -0.7038 -3.7692 1.2669 0.00 0.04 0.00 -0.272
H 0.7438 -5.2986 0.8235 0.00 -0.01 0.00 0.207
H 2.3074 -3.6664 -0.2579 0.00 -0.02 0.00 0.217
H 1.6498 -1.2611 -0.3574 0.00 -0.01 -0.01 0.259
H -1.9046 -2.0001 1.5324 0.00 0.00 0.00 0.204
H -1.4158 -4.4212 1.7544 0.01 -0.02 0.00 0.213
```
Positions in Å, forces in eV/Å.

* max |F|: 0.22 eV/A
* charge: -1
* HOMO level: -4.2 eV
* gap between HOMO and LUMO: 6.51 eV
* energy relative to the best compared isomer or geometry (same formula, charge and spin): 3.0 kcal/mol

DFT (wB97M-V/def2-TZVPD) results for a structure of composition C15H28CrNO2.

The geometry in XYZ format:
```
47
Properties=species:S:1:pos:R:3:forces:R:3:nbo_charge:R:1
C -2.7465 1.3627 1.0822 0.68 0.23 -1.13 -0.624
H -3.6387 1.6838 1.6295 0.32 -0.01 -0.08 0.259
H -2.6595 1.9552 0.1414 -0.29 -0.10 0.61 0.192
H -1.8586 1.5458 1.6809 0.10 0.27 0.31 0.209
C -2.8407 -0.1190 0.7453 -0.95 0.31 1.41 -0.358
H -2.0732 -0.4502 0.0064 0.21 -0.14 -0.52 0.054
H -2.6193 -0.6805 1.6596 -0.05 -0.02 -0.32 0.255
C -4.2446 -0.4386 0.2382 0.30 -0.49 -0.73 -0.607
H -4.3682 -1.5182 0.1412 -0.23 0.07 0.04 0.226
H -5.0260 -0.0341 0.8978 0.45 -0.18 -0.04 0.244
H -4.3990 -0.0031 -0.7531 -0.10 0.03 0.07 0.207
C 1.8131 -0.3921 -1.2935 0.22 0.18 -0.60 -0.031
C 0.6966 -1.0412 -1.9251 0.52 0.31 -0.71 -0.045
C -0.2145 -0.0241 -2.3571 0.17 -0.04 -0.25 -0.042
C 0.2949 1.2450 -1.9391 0.52 0.02 -0.99 0.005
C 1.5671 1.0193 -1.3113 0.41 -0.13 -0.26 -0.041
C 2.5102 2.0735 -0.8208 -0.12 0.13 0.42 -0.659
C -0.2439 2.5790 -2.3590 -0.29 0.13 0.44 -0.669
C -1.4280 -0.2519 -3.1836 -0.64 -0.08 0.10 -0.664
C 0.5464 -2.5092 -2.1172 -0.37 -0.17 0.47 -0.659
C 3.0125 -1.0857 -0.7353 -0.11 0.00 0.58 -0.651
Cr 0.0147 0.0034 -0.1951 -0.67 -0.12 3.21 1.433
H 0.1340 3.3880 -1.7215 -0.15 -0.21 -0.20 0.247
H 0.0757 2.7886 -3.3905 -0.04 -0.13 0.23 0.278
H -1.3413 2.6045 -2.3383 0.28 0.00 -0.04 0.249
H 1.9988 3.0304 -0.6569 0.17 -0.28 -0.04 0.248
H 2.9885 1.7747 0.1229 -0.11 0.08 -0.28 0.241
H 3.3097 2.2457 -1.5543 -0.21 -0.12 0.07 0.280
H 2.7051 -2.0389 -0.2982 0.16 0.03 -0.01 0.236
H 3.7990 -1.3050 -1.4670 -0.35 0.19 -0.14 0.281
H 3.4600 -0.4755 0.0530 0.01 -0.12 -0.09 0.237
H -0.5004 -2.7626 -2.2650 -0.03 -0.12 -0.04 0.246
H 1.1047 -2.9335 -2.9557 0.10 0.38 -0.01 0.286
H 0.8873 -3.0190 -1.2170 0.04 -0.21 -0.01 0.237
H -2.2428 0.4376 -2.9439 0.15 -0.03 0.03 0.249
H -1.2081 -0.1135 -4.2453 0.19 0.06 0.05 0.280
H -1.8144 -1.2673 -3.0796 0.05 0.09 0.03 0.247
N 2.5081 -0.9328 4.0903 0.94 -0.22 0.16 -0.654
C 1.0899 -0.7174 4.4218 -0.77 0.15 -0.22 -0.345
C 0.3816 -0.4803 3.0805 -2.05 0.49 0.21 0.753
O -0.8585 -0.4233 3.0647 2.00 -0.17 -0.22 -0.641
O 1.1963 -0.3161 2.1059 -0.64 0.09 -1.72 -0.859
H 2.6019 -1.7366 3.4623 0.02 0.19 0.04 0.448
H 3.0841 -1.1032 4.9083 0.17 -0.01 0.31 0.445
H 2.8729 -0.1212 3.5801 -0.10 -0.19 0.02 0.458
H 0.6858 -1.5890 4.9285 0.03 -0.07 -0.01 0.261
H 0.9874 0.1463 5.0827 0.05 -0.07 -0.16 0.262
```
Positions in Å, forces in eV/Å.

* max |F|: 3.28 eV/A
* charge: +2
* HOMO level (alpha / beta): -16.1 / -16.0 eV
* gap between HOMO and LUMO (alpha / beta): 7.66 / 8.96 eV
* spin multiplicity: 4
* <S²>: 4.0665

DFT (wB97M-V/def2-TZVPD) results for the ion C3H3N2OS with charge +1.

The geometry in XYZ format:
```
10
Properties=species:S:1:pos:R:3:forces:R:3:nbo_charge:R:1
C -4.2379 0.8324 0.1449 -0.09 1.00 -0.99 0.301
C -2.4663 -0.7310 0.0798 0.54 0.33 0.47 0.235
C 0.0965 -0.0387 -0.1226 -0.41 4.88 -2.96 -0.756
N -3.6242 1.6420 -0.4208 -0.26 0.18 0.47 -0.191
N -4.6502 -0.3703 0.5496 -2.80 2.04 0.84 -0.006
O -3.6283 -1.1090 0.3842 2.68 -3.37 -0.53 -0.170
S -1.3058 -0.8081 -0.9945 -0.01 -0.18 -0.33 0.726
H 0.8507 0.2618 -0.9844 -1.17 -1.42 1.86 0.299
H 0.3856 -0.6519 0.6693 0.86 -0.74 1.15 0.268
H -0.2718 1.0723 0.1419 0.65 -2.70 0.02 0.295
```
Positions in Å, forces in eV/Å.

* max |F|: 5.72 eV/A
* charge: +1
* HOMO level (alpha / beta): -15.6 / -15.3 eV
* gap between HOMO and LUMO (alpha / beta): 8.35 / 8.03 eV
* energy relative to the best compared isomer or geometry (same formula, charge and spin): 187.1 kcal/mol

DFT (wB97M-V/def2-TZVPD) results for a cluster of 9 separate species, C4H27NO10 in total.

The geometry in XYZ format:
```
42
Properties=species:S:1:pos:R:3:forces:R:3:nbo_charge:R:1
C -2.5938 1.6927 2.3859 -0.49 -0.59 0.19 -0.408
N -1.7802 0.7145 1.6829 0.22 -0.04 -0.28 -0.659
C -0.3311 0.9267 1.8599 -0.23 -0.69 -0.10 -0.110
C 0.2422 -0.1399 2.8309 0.26 0.01 -0.11 -0.077
O 1.5794 -0.4951 2.5030 0.07 0.59 0.84 -0.769
C 0.3535 0.8472 0.4980 0.76 0.37 0.45 -0.077
O 1.7313 1.2599 0.5630 -0.47 0.61 -0.65 -0.771
H -3.6498 1.4292 2.2796 0.06 0.22 -0.25 0.202
H -2.4215 2.7295 2.0932 0.00 0.10 -0.08 0.176
H -2.4082 1.5787 3.4467 0.21 0.19 0.30 0.195
H -2.0007 0.6976 0.6935 -0.01 0.32 -0.11 0.373
H -0.1470 1.9199 2.2808 0.00 0.09 -0.11 0.185
H -0.4005 -1.0282 2.8662 0.01 0.17 -0.22 0.186
H 0.2855 0.2736 3.8338 -0.09 0.01 0.21 0.179
H 1.5835 -1.1756 1.8192 -0.07 -0.51 -0.28 0.506
H -0.1198 1.5510 -0.1786 -0.27 -0.13 -0.27 0.184
H 0.3120 -0.1695 0.1096 -0.26 -0.06 -0.21 0.176
H 2.0592 0.9729 1.4175 0.22 -0.42 0.47 0.504
O 1.0737 3.3005 -2.4135 -0.13 -0.37 1.74 -0.950
H 1.3398 3.0643 -1.4841 -0.43 0.27 -1.19 0.491
H 1.9041 3.3071 -2.8751 0.64 0.06 -0.48 0.481
O -1.7483 -0.4952 -2.0412 -0.80 -0.53 -0.47 -1.024
H -2.4335 -0.7830 -2.6948 1.05 0.49 0.81 0.479
H -1.0796 0.0474 -2.5473 -0.36 0.01 -0.14 0.515
O -2.5329 -2.2194 1.4450 -1.28 -0.06 -0.27 -0.965
H -3.4696 -2.4325 1.2229 1.06 0.19 0.26 0.482
H -2.4599 -1.2516 1.3337 0.07 0.03 0.49 0.502
O -0.7951 -2.6740 -0.5358 0.50 0.30 -0.51 -1.009
H -0.9991 -1.9279 -1.1531 -0.12 -0.37 0.31 0.515
H -1.4358 -2.6080 0.1925 -0.30 0.00 0.02 0.501
O -0.1340 0.9350 -3.5225 0.70 1.63 0.57 -1.011
H 0.1668 1.8505 -3.2136 -0.64 -1.47 -0.42 0.505
H 0.7180 0.4525 -3.5996 -0.09 -0.13 -0.23 0.508
O 3.0302 -0.6972 -1.0184 0.05 0.82 -0.22 -1.003
H 2.7541 0.0872 -0.4933 0.11 -0.32 -0.31 0.497
H 2.5664 -1.4205 -0.5794 -0.11 -0.35 0.16 0.500
O 1.5680 -2.3766 0.5852 -0.59 -0.68 -0.14 -1.017
H 0.6425 -2.5119 0.1980 0.30 0.19 -0.14 0.518
H 1.8322 -3.2765 0.8132 0.20 0.17 0.08 0.490
O 2.2403 -0.3275 -3.7062 0.67 -0.70 1.04 -1.003
H 2.4035 -1.1802 -4.1523 -0.12 0.65 0.41 0.482
H 2.5541 -0.4476 -2.7454 -0.31 -0.06 -1.19 0.521
```
Positions in Å, forces in eV/Å.

* max |F|: 1.86 eV/A
* HOMO level: -9.5 eV
* gap between HOMO and LUMO: 9.91 eV
* energy relative to the best compared isomer or geometry (same formula, charge and spin): 0.0 kcal/mol

DFT (wB97M-V/def2-TZVPD) results for the ion C5H12N3S with charge +1.

The geometry in XYZ format:
```
21
Properties=species:S:1:pos:R:3:forces:R:3:nbo_charge:R:1
C 1.7189 -0.6026 0.0573 2.36 1.56 -0.78 0.436
C -1.8114 -0.4032 -0.2734 -0.32 0.01 -0.64 -0.435
C -0.5414 -1.2781 -0.0536 -1.39 1.63 -0.27 -0.307
C -1.2419 0.7942 -1.0137 -0.09 0.04 -1.76 -0.226
C -0.2310 1.6852 0.9081 -0.13 1.24 5.27 -0.448
N 0.4993 -0.2877 -0.1178 -1.44 0.60 0.69 -0.223
N 2.0064 -1.8953 0.2683 0.92 -0.14 -0.35 -0.784
N -0.0183 0.9846 -0.2525 1.09 0.14 -3.47 -0.286
S 2.9395 0.7913 -0.1359 -1.01 -1.61 0.34 0.077
H -2.4452 -1.1042 -0.7525 -1.22 0.07 -1.04 0.247
H -2.3804 0.0038 0.5751 0.72 -0.82 0.43 0.233
H -0.7201 -1.4545 0.9894 0.68 -2.07 0.47 0.259
H -0.2797 -1.9617 -0.9046 -1.07 -0.27 1.38 0.249
H -0.9886 0.4637 -2.0648 -0.29 0.87 0.90 0.218
H -1.7597 1.7967 -0.9639 0.15 -1.51 -0.40 0.249
H -1.3398 1.8458 1.1290 1.46 0.07 -0.28 0.218
H 0.1409 1.0095 1.7687 -0.51 1.40 -0.85 0.212
H 0.3358 2.6722 0.9875 -0.84 -1.20 -0.18 0.228
H 1.2197 -2.5784 0.3751 1.51 0.87 -0.23 0.441
H 2.9387 -2.1815 -0.0802 -1.02 -0.19 0.73 0.444
H 1.9583 1.7002 -0.4456 0.42 -0.70 0.03 0.198
```
Positions in Å, forces in eV/Å.

* max |F|: 5.42 eV/A
* charge: +1
* HOMO level: -13.4 eV
* gap between HOMO and LUMO: 10.48 eV
* energy relative to the best compared isomer or geometry (same formula, charge and spin): 57.7 kcal/mol

- What is the max |F| in the fifth record?
  5.42 eV/A